Entry 1:
3 unconnected molecules or ions with the total composition C20H31BF16O7, computed with wB97M-V/def2-TZVPD.

Geometry (Å):
C: 3.157 -1.492 0.865
O: 2.976 -1.343 -0.527
C: 3.479 -0.131 -1.063
C: 2.423 0.494 -1.988
C: 1.177 0.707 -1.130
C: -0.117 1.161 -1.793
C: -0.112 2.592 -2.283
O: -1.176 1.024 -0.803
O: 2.821 1.807 -2.449
C: 4.146 1.981 -2.915
C: 5.075 2.628 -1.900
C: 6.530 2.558 -2.333
O: 6.985 1.243 -2.629
B: 2.136 -0.395 -3.294
C: 2.719 -1.816 -3.561
O: 1.349 0.177 -4.286
H: 2.541 -2.328 1.188
H: 2.834 -0.607 1.414
H: 4.192 -1.734 1.111
H: 4.401 -0.362 -1.600
H: 3.676 0.578 -0.257
H: 0.952 -0.193 -0.565
H: 1.448 1.486 -0.407
H: -0.420 0.518 -2.612
H: 0.618 2.724 -3.074
H: -1.087 2.799 -2.719
H: 0.069 3.294 -1.474
H: -0.760 1.157 0.061
H: 4.590 1.069 -3.313
H: 4.086 2.672 -3.759
H: 4.819 3.680 -1.796
H: 4.994 2.166 -0.918
H: 7.160 2.976 -1.546
H: 6.698 3.170 -3.218
H: 6.475 0.603 -2.116
H: 3.131 -2.327 -2.699
H: 2.000 -2.448 -4.076
H: 3.539 -1.676 -4.276
H: 1.834 0.861 -4.773
C: -3.408 -1.608 -0.886
C: -2.717 -2.758 -1.630
C: -3.583 -3.661 -2.512
F: -4.539 -4.285 -1.793
F: -2.788 -4.603 -3.072
F: -1.999 -3.506 -0.765
F: -1.841 -2.168 -2.495
O: -3.748 -1.806 0.481
C: -4.927 -2.379 0.871
C: -4.709 -3.682 1.652
F: -4.011 -4.573 0.923
F: -5.919 -4.215 1.942
F: -5.782 -2.552 -0.155
F: -5.509 -1.525 1.749
H: -2.660 -0.818 -0.846
H: -4.248 -1.206 -1.453
H: -4.053 -3.077 -3.308
H: -4.171 -3.472 2.579
C: -2.714 1.653 3.287
C: -1.190 1.454 3.303
C: -0.650 0.055 3.620
F: -1.001 -0.350 4.854
F: 0.704 0.099 3.553
F: -0.599 2.378 4.082
F: -0.780 1.678 2.014
O: -3.339 2.220 4.425
C: -3.763 1.470 5.493
C: -3.056 1.871 6.795
F: -1.719 1.757 6.678
F: -3.474 1.045 7.782
F: -3.672 0.146 5.260
F: -5.068 1.762 5.687
H: -2.876 2.401 2.513
H: -3.226 0.748 2.957
H: -1.014 -0.668 2.883
H: -3.308 2.902 7.050

The SMILES is COC[C@@](C[C@H](C)O)(OCCCO)B(C)O.FC(F)C(F)(F)COC(F)(F)C(F)F.FC(F)C(F)(F)COC(F)(F)C(F)F. The value obtained for the maximum force is 0.0156 Eh/bohr. The value obtained for the orbital gap is 9.87 eV.

***

Entry 2:
2 unconnected molecules or ions with the total composition C20H31BF6N2O6PS, computed with wB97M-V/def2-TZVPD.

Geometry (Å):
C: -4.285 2.772 -1.550
C: -2.894 2.125 -1.582
N: -1.806 3.053 -1.305
B: -0.993 2.725 -0.030
C: -1.848 2.962 1.361
C: -1.309 4.082 2.235
O: -0.149 3.648 2.958
O: 0.234 3.608 -0.020
C: 1.296 2.926 -0.571
P: 2.900 3.515 0.120
S: 4.231 4.098 -1.196
C: 0.923 1.361 -0.477
C: 1.769 0.514 0.495
C: 1.413 0.752 1.971
C: 0.512 -0.354 2.531
C: -0.161 0.108 3.823
C: 1.314 -1.639 2.807
C: 1.261 0.772 -1.848
O: 2.379 0.830 -2.304
C: 0.163 0.061 -2.672
F: -0.536 1.025 -3.325
F: -0.681 -0.652 -1.900
C: 0.679 -0.897 -3.788
F: 1.366 -0.191 -4.724
F: -0.431 -1.425 -4.383
C: 1.535 -2.119 -3.363
F: 0.932 -2.729 -2.323
F: 2.773 -1.733 -2.973
C: 1.759 -3.168 -4.491
O: 2.061 -4.285 -4.206
O: 1.598 -2.754 -5.755
O: -0.405 1.364 -0.146
H: -4.629 2.917 -0.527
H: -4.258 3.726 -2.082
H: -5.000 2.129 -2.069
H: -2.897 1.294 -0.868
H: -2.786 1.661 -2.570
H: -2.205 3.979 -1.214
H: -1.893 2.073 1.997
H: -2.888 3.217 1.127
H: -1.076 4.965 1.633
H: -2.057 4.396 2.974
H: 0.568 4.260 2.781
H: 1.396 3.186 -1.635
H: 2.513 4.565 0.968
H: 3.399 2.564 1.021
H: 2.830 0.676 0.318
H: 1.584 -0.539 0.251
H: 0.882 1.699 2.074
H: 2.332 0.816 2.563
H: -0.251 -0.565 1.780
H: -0.763 0.997 3.653
H: -0.815 -0.678 4.209
H: 0.601 0.332 4.572
H: 2.075 -1.820 2.048
H: 1.776 -1.558 3.792
H: 0.615 -2.476 2.783
H: 1.939 -1.855 -5.876
N: -1.629 -6.080 1.886
C: -0.498 -6.798 2.167
C: 0.447 -6.470 1.231
C: -0.137 -5.516 0.353
C: -1.417 -5.296 0.784
H: -2.482 -6.119 2.409
H: -0.462 -7.473 3.004
H: 1.447 -6.866 1.183
H: 0.331 -5.044 -0.494
H: -2.189 -4.650 0.406

The value obtained for the maximum force is 0.0184 Eh/bohr. As for the total charge: -1. The value obtained for the orbital gap is 7.24 eV.

***

Entry 3:
2 unconnected molecules or ions with the total composition C20H31BN2O9 at a distorted geometry, computed with wB97M-V/def2-TZVPD.

Geometry (Å):
C: 1.956 4.450 -1.090
C: 0.960 3.290 -1.528
C: -0.359 3.331 -0.631
C: -1.566 3.342 -1.671
C: -0.482 2.102 0.333
N: -1.718 2.076 1.161
C: -2.133 3.229 1.579
C: -3.532 3.733 1.068
C: -1.422 4.173 2.593
C: 0.784 2.007 1.304
C: 1.531 0.627 1.304
C: 2.361 0.603 2.658
C: 2.645 0.515 0.182
N: 0.638 -0.546 1.359
O: 0.204 -0.799 2.547
C: -0.421 -0.549 0.314
C: -1.792 -1.026 0.938
C: -0.030 -1.705 -0.713
C: -0.540 0.764 -0.531
H: 1.506 5.439 -1.360
H: 2.930 4.381 -1.625
H: 2.124 4.466 0.010
H: 0.718 3.521 -2.593
H: 1.532 2.348 -1.409
H: -0.289 4.318 -0.101
H: -1.769 4.409 -1.928
H: -1.274 2.852 -2.634
H: -2.455 2.792 -1.303
H: -4.098 2.935 0.549
H: -4.119 4.174 1.915
H: -3.294 4.555 0.347
H: -1.835 5.205 2.531
H: -1.544 3.780 3.631
H: -0.320 4.241 2.416
H: 1.465 2.877 1.140
H: 0.392 2.132 2.344
H: 2.839 -0.392 2.817
H: 3.203 1.341 2.568
H: 1.756 0.931 3.527
H: 3.301 -0.347 0.441
H: 2.225 0.362 -0.834
H: 3.252 1.454 0.199
H: -2.156 -0.342 1.733
H: -1.649 -2.056 1.325
H: -2.574 -1.016 0.138
H: 0.767 -1.347 -1.407
H: 0.254 -2.634 -0.167
H: -0.936 -1.867 -1.345
H: 0.210 0.749 -1.349
H: -1.553 0.759 -1.001
B: 0.330 -6.896 -1.518
O: 0.361 -6.133 -2.783
C: -0.589 -5.204 -2.716
O: -0.831 -4.409 -3.585
C: -1.285 -5.314 -1.409
O: -2.194 -4.624 -1.029
O: -0.750 -6.305 -0.703
O: 0.082 -8.329 -1.769
C: 1.114 -9.008 -1.276
O: 1.227 -10.204 -1.317
C: 2.086 -8.056 -0.679
O: 3.126 -8.344 -0.149
O: 1.628 -6.815 -0.820

The multiplicity is 2. The value obtained for the maximum force is 0.0746 Eh/bohr. Its expectation value of S² is 0.754. As for the total charge: -1. The value obtained for the orbital gap (alpha / beta) is 8.29 / 8.42 eV.